Entry 1:
# H26O17S

A cluster of 14 separate species, H26O17S in total at a distorted geometry (the ωB97M-V functional and the def2-TZVPD basis, OMol25).

Output
net charge = -2
electronic energy = -1692.94773 Eh
LUMO energy = 5.141 eV
maximum force = 4.47 eV Å⁻¹
multiplicity = 1
energy relative to the best compared isomer or geometry (same formula, charge and spin) = 78.2 kcal per mole

Last column: Löwdin charge in e.
Geometry (Å):
1 O 1.22 0.07 0.51  -0.33
2 H 1.33 0.82 1.92  -0.02
3 O -0.52 3.14 2.02  -0.05
4 H -1.68 -3.34 1.32  0.06
5 H -1.20 -1.91 0.97  -0.08
6 O -1.64 -2.45 1.65  -0.06
7 H -3.56 -1.28 -0.40  0.03
8 O -0.73 1.21 0.22  -0.32
9 H 1.51 -2.78 1.41  -0.01
10 H 0.16 3.64 1.64  0.02
11 O 0.50 -0.55 -3.99  -0.07
12 O 0.34 0.31 -1.71  -0.32
13 H 0.38 -0.24 -3.06  -0.05
14 H -2.54 -0.76 1.77  0.01
15 O 2.78 0.72 -2.62  -0.07
16 O 3.69 0.56 0.35  -0.11
17 O -0.70 -1.12 -0.06  -0.32
18 H -1.68 2.34 -0.23  -0.04
19 O -0.04 -0.93 3.47  -0.06
20 H 1.89 0.50 -2.33  -0.03
21 H 2.76 0.65 0.67  -0.01
22 O -0.04 2.45 -3.00  -0.07
23 H 0.07 0.17 -4.40  -0.01
24 S 0.03 0.10 -0.29  0.47
25 H -0.37 -1.44 2.75  -0.04
26 H 0.10 1.64 -2.44  -0.03
27 O -2.44 2.90 -0.50  -0.10
28 H -2.80 3.15 0.36  0.03
29 H 0.74 1.88 2.70  -0.02
30 H -0.88 2.17 -3.36  0.01
31 H 0.52 -3.27 -1.67  0.01
32 H -0.04 -2.66 -0.43  -0.01
33 O -2.58 0.21 1.71  -0.03
34 O 2.04 -2.07 1.67  -0.03
35 H 3.83 -0.27 -0.16  0.04
36 H -1.99 0.48 1.07  -0.08
37 H 2.86 0.59 -3.57  0.02
38 H -0.77 2.51 1.30  0.01
39 O 1.44 1.27 2.78  -0.06
40 H 1.83 -1.40 1.03  -0.04
41 O -2.86 -1.77 -0.87  -0.09
42 H -2.00 -1.52 -0.47  -0.07
43 H 0.51 -0.31 3.00  -0.03
44 O 0.52 -3.39 -0.75  -0.03

Entry 2:
# H27O13

A cluster of 13 separate species, H27O13 in total at a distorted geometry (the ωB97M-V functional and the def2-TZVPD basis, OMol25).

Output
net charge = +1
electronic energy = -994.00447 Eh
LUMO energy = -2.990 eV
maximum force = 2.64 eV Å⁻¹
multiplicity = 1
energy relative to the best compared isomer or geometry (same formula, charge and spin) = 65.4 kcal per mole

Last column: Löwdin charge in e.
Geometry (Å):
1 H 2.66 0.20 -0.88  -0.03
2 H 1.45 -2.00 2.78  0.06
3 H -1.31 2.95 -1.50  0.03
4 H 1.65 2.37 0.68  0.05
5 H 1.33 -3.78 0.57  0.11
6 O 1.86 -2.32 -2.20  0.17
7 H 1.04 -2.40 -0.06  0.00
8 H 2.39 -1.52 -1.99  0.13
9 H -0.19 -0.51 -0.81  0.03
10 O 0.57 -1.66 2.56  -0.05
11 O -2.10 -2.04 1.96  -0.06
12 H -0.58 3.89 -2.19  0.06
13 H 3.38 0.76 0.24  0.01
14 H 2.24 1.49 1.75  0.08
15 H -2.09 3.72 1.07  0.06
16 O 1.75 -2.96 0.27  0.00
17 H -4.29 2.00 0.09  0.06
18 O -4.01 1.41 0.80  -0.06
19 O -2.28 -0.17 -0.47  -0.08
20 H -2.81 -2.70 1.98  0.08
21 H -2.05 -0.80 0.25  0.00
22 H 1.87 2.87 -0.94  0.01
23 H 1.95 -2.79 -1.26  0.11
24 H -3.77 1.97 1.54  0.04
25 O -0.99 -2.63 -0.75  -0.06
26 H -1.56 -2.69 0.04  0.04
27 H 0.76 0.64 -1.26  0.07
28 H 0.81 -1.42 1.66  0.00
29 H -3.16 0.22 -0.32  0.02
30 H 3.37 2.42 -1.12  0.07
31 H -1.92 -1.79 2.88  0.06
32 O 0.66 -0.34 -1.24  -0.05
33 H -1.78 2.17 0.70  0.03
34 H -1.69 -2.85 -1.40  0.10
35 O 2.49 2.03 0.99  -0.04
36 O -1.99 2.82 1.39  -0.06
37 O 3.42 -0.04 -0.35  -0.08
38 O -0.49 2.94 -2.02  -0.05
39 O 2.47 2.32 -1.45  -0.05
40 H 0.96 -1.76 -2.03  0.16

Copy entry 2 word for word.
# H27O13

A cluster of 13 separate species, H27O13 in total at a distorted geometry (the ωB97M-V functional and the def2-TZVPD basis, OMol25).

Output
net charge = +1
electronic energy = -994.00447 Eh
LUMO energy = -2.990 eV
maximum force = 2.64 eV Å⁻¹
multiplicity = 1
energy relative to the best compared isomer or geometry (same formula, charge and spin) = 65.4 kcal per mole

Last column: Löwdin charge in e.
Geometry (Å):
1 H 2.66 0.20 -0.88  -0.03
2 H 1.45 -2.00 2.78  0.06
3 H -1.31 2.95 -1.50  0.03
4 H 1.65 2.37 0.68  0.05
5 H 1.33 -3.78 0.57  0.11
6 O 1.86 -2.32 -2.20  0.17
7 H 1.04 -2.40 -0.06  0.00
8 H 2.39 -1.52 -1.99  0.13
9 H -0.19 -0.51 -0.81  0.03
10 O 0.57 -1.66 2.56  -0.05
11 O -2.10 -2.04 1.96  -0.06
12 H -0.58 3.89 -2.19  0.06
13 H 3.38 0.76 0.24  0.01
14 H 2.24 1.49 1.75  0.08
15 H -2.09 3.72 1.07  0.06
16 O 1.75 -2.96 0.27  0.00
17 H -4.29 2.00 0.09  0.06
18 O -4.01 1.41 0.80  -0.06
19 O -2.28 -0.17 -0.47  -0.08
20 H -2.81 -2.70 1.98  0.08
21 H -2.05 -0.80 0.25  0.00
22 H 1.87 2.87 -0.94  0.01
23 H 1.95 -2.79 -1.26  0.11
24 H -3.77 1.97 1.54  0.04
25 O -0.99 -2.63 -0.75  -0.06
26 H -1.56 -2.69 0.04  0.04
27 H 0.76 0.64 -1.26  0.07
28 H 0.81 -1.42 1.66  0.00
29 H -3.16 0.22 -0.32  0.02
30 H 3.37 2.42 -1.12  0.07
31 H -1.92 -1.79 2.88  0.06
32 O 0.66 -0.34 -1.24  -0.05
33 H -1.78 2.17 0.70  0.03
34 H -1.69 -2.85 -1.40  0.10
35 O 2.49 2.03 0.99  -0.04
36 O -1.99 2.82 1.39  -0.06
37 O 3.42 -0.04 -0.35  -0.08
38 O -0.49 2.94 -2.02  -0.05
39 O 2.47 2.32 -1.45  -0.05
40 H 0.96 -1.76 -2.03  0.16